No. 1
DFT (the ωB97M-V functional and the def2-TZVPD basis) results for the molecule C4H6N4O2S.

Each line ends with the Mulliken charge.
CARTESIAN COORDINATES (ANGSTROEM)
C (0.8618, -2.5168, 1.0650)  -1.055
C (-0.0717, -1.3506, 0.7603)  0.450
N (-1.3219, -1.3900, 1.0189)  -0.689
S (-2.1793, -0.0639, 0.5028)  -0.004
C (-0.6855, 0.6960, -0.1488)  0.543
N (-0.6539, 1.8510, -0.7767)  0.028
N (-1.6343, 2.4622, -1.5718)  -0.736
C (0.4262, -0.1586, 0.1606)  0.081
N (1.8258, 0.1981, -0.0739)  0.957
O (2.0355, 1.2406, -0.7057)  -0.689
O (2.6926, -0.5225, 0.4451)  -0.605
H (1.6752, -2.0300, 1.6324)  0.325
H (0.2313, -3.2113, 1.6050)  0.355
H (1.0808, -2.9023, 0.0266)  0.266
H (0.2477, 2.3335, -0.9284)  0.270
H (-2.5489, 1.9509, -1.6199)  0.252
H (-1.9815, 3.4137, -1.3914)  0.250

## Properties
Frontier orbital gap (spin up / spin down) in eV: 8.2 / 8.2
Structure (SMILES): Cc1nsc(NN)c1[N+](=O)[O-]
Energy above the lowest of the compared OMol25 structures with the same formula, charge and spin in kJ/mol: 239.9
Lowest unoccupied orbital energy (spin up / spin down) in eV: -0.21 / -0.21
DFT total energy in eV: -25131.2357



No. 2
DFT (the ωB97M-V functional and the def2-TZVPD basis) results for a cluster of 2 separate species, C4H6NO in total.

Each line ends with the Mulliken charge.
CARTESIAN COORDINATES (ANGSTROEM)
C (-1.1880, -0.7560, 1.9263)  -0.945
C (0.0134, -0.8367, 1.4115)  0.767
C (-0.5162, 1.2376, -0.8681)  -0.302
C (1.4271, -0.0832, -1.5680)  -0.098
N (0.3810, 0.5399, -1.3343)  0.094
O (1.0732, -0.9473, 0.9256)  -0.412
H (-1.1625, -1.0194, 2.9508)  0.269
H (-1.9932, -0.5550, 1.3647)  0.359
H (-0.4258, 1.5781, 0.1832)  0.385
H (-1.3684, 1.6457, -1.4412)  0.283
H (2.3364, 0.3681, -1.9548)  0.321
H (1.4228, -1.1720, -1.5958)  0.279

## Properties
Frontier orbital gap in eV: 8.0
Energy above the lowest of the compared OMol25 structures with the same formula, charge and spin in kJ/mol: 230.4
Lowest unoccupied orbital energy in eV: -5.36
Net charge: +1
DFT total energy in eV: -7772.5097